1.
Formula: C42H108N8O13
Source: OMol25
Level of theory: ωB97M-V with the def2-TZVPD basis set

Computed properties:
energy relative to the best compared isomer or geometry (same formula, charge and spin) = 85.75 kJ/mol
HOMO (alpha / beta) = 0.7 / -6.5 eV
calculated total energy = -83827.917 eV
orbital gap (alpha / beta) = 1.26 / 8.48 eV

Structure (ORCA input):
```
! RIJCOSX wB97M-V def2-TZVPD def2/J DEFGRID3
* xyz -1 2
C -0.27 23.51 5.24
C -0.98 23.88 3.97
C -0.14 24.88 3.18
O -0.11 26.16 3.91
C 1.06 26.99 3.49
N -1.13 22.61 3.30
H -0.04 24.43 5.77
H 0.72 23.05 5.22
H -0.90 22.89 5.87
H -1.99 24.27 4.09
H -0.64 25.03 2.22
H 0.89 24.60 2.98
H 1.00 27.85 4.16
H 0.94 27.45 2.51
H 2.00 26.57 3.86
H -0.28 22.10 3.07
H -1.74 21.94 3.73
C -2.76 22.77 -1.98
C -2.13 23.01 -0.52
C -0.56 23.04 -0.34
O 0.09 21.73 -0.37
C 0.47 21.22 -1.60
N -2.84 24.07 0.22
H -3.84 22.60 -1.94
H -2.40 21.82 -2.38
H -2.43 23.64 -2.54
H -2.49 22.11 0.00
H -0.30 23.40 0.66
H -0.09 23.71 -1.05
H 1.14 21.92 -2.08
H -0.40 21.11 -2.26
H 0.93 20.25 -1.38
H -2.59 24.03 1.20
H -3.83 24.14 0.04
C -0.38 19.09 6.47
C -1.68 18.74 5.63
C -1.40 18.38 4.27
O -0.84 19.58 3.55
C -0.66 19.52 2.10
N -2.34 17.69 6.33
H 0.15 19.90 5.98
H 0.25 18.22 6.64
H -0.67 19.37 7.49
H -2.28 19.65 5.69
H -2.29 18.04 3.75
H -0.66 17.60 4.06
H -1.62 19.28 1.65
H 0.04 18.77 1.71
H -0.24 20.45 1.73
H -1.92 16.77 6.29
H -2.51 17.84 7.31
C -2.55 29.63 -3.65
O -2.32 28.37 -2.89
C -2.85 28.41 -1.58
C -2.05 27.52 -0.65
N -2.22 27.82 0.76
C -1.31 28.95 1.17
C -1.29 29.33 2.63
O -0.31 30.24 2.96
C -0.56 31.56 2.60
H -1.82 30.40 -3.37
H -3.57 30.00 -3.55
H -2.34 29.37 -4.68
H -3.90 28.11 -1.58
H -2.60 29.45 -1.38
H -1.04 27.37 -1.04
H -2.48 26.52 -0.71
H -2.07 27.04 1.38
H -1.54 29.87 0.62
H -0.28 28.64 0.97
H -1.23 28.37 3.13
H -2.19 29.71 3.11
H 0.28 32.24 2.76
H -1.45 31.84 3.16
H -0.86 31.72 1.56
C 4.55 16.78 3.92
O 5.53 17.74 4.33
C 5.13 18.99 3.90
C 6.35 19.96 4.17
N 6.00 21.02 5.09
C 5.01 21.94 4.56
C 4.38 22.89 5.57
O 4.87 24.25 5.32
C 4.25 25.14 6.21
H 3.55 17.19 4.02
H 4.66 15.76 4.30
H 4.73 16.58 2.87
H 4.26 19.29 4.48
H 4.85 19.07 2.85
H 6.77 20.46 3.29
H 7.24 19.43 4.51
H 6.81 21.54 5.38
H 4.19 21.35 4.14
H 5.47 22.50 3.74
H 4.68 22.39 6.49
H 3.30 22.98 5.45
H 4.84 26.06 6.19
H 4.48 24.91 7.25
H 3.24 25.38 5.89
C 4.28 28.13 2.69
O 4.77 29.35 2.14
C 6.16 29.44 2.03
C 6.57 30.90 1.60
N 6.31 31.79 2.67
C 6.49 33.18 2.23
C 6.15 34.27 3.13
O 6.54 35.43 2.49
C 6.78 36.43 3.40
H 4.50 27.87 3.73
H 4.68 27.27 2.16
H 3.23 28.06 2.41
H 6.63 28.79 1.30
H 6.57 29.18 3.01
H 6.15 31.22 0.64
H 7.62 30.97 1.35
H 5.33 31.63 2.86
H 5.96 33.34 1.29
H 7.54 33.32 2.00
H 6.75 34.11 4.03
H 5.11 34.27 3.47
H 6.66 37.43 2.98
H 7.83 36.45 3.69
H 6.21 36.45 4.33
C -4.05 22.00 6.18
O -5.11 21.25 6.72
C -4.97 19.85 6.53
C -6.24 19.00 6.86
N -6.90 19.31 8.15
C -6.00 18.91 9.19
C -6.74 19.25 10.58
O -7.10 20.68 10.57
C -7.59 21.17 11.70
H -3.93 21.78 5.11
H -3.04 21.73 6.48
H -4.26 23.05 6.39
H -4.19 19.47 7.19
H -4.65 19.68 5.50
H -5.93 17.96 6.90
H -6.87 19.01 5.97
H -7.73 18.76 8.24
H -4.98 19.27 9.21
H -6.04 17.83 9.03
H -6.00 19.14 11.37
H -7.68 18.71 10.75
H -8.09 22.13 11.67
H -6.89 21.32 12.53
H -8.19 20.35 12.10
C -2.92 30.19 11.96
O -2.79 30.13 10.53
C -3.86 30.76 9.87
C -3.75 30.47 8.40
N -2.65 31.26 7.81
C -2.30 30.85 6.45
C -1.59 29.49 6.38
O -0.56 29.52 7.27
C -0.29 28.34 8.11
H -3.90 29.90 12.34
H -2.70 31.19 12.33
H -2.13 29.56 12.35
H -3.78 31.84 9.98
H -4.82 30.35 10.16
H -4.62 30.81 7.84
H -3.72 29.39 8.20
H -1.84 31.42 8.40
H -1.62 31.54 5.96
H -3.20 30.85 5.83
H -1.27 29.20 5.38
H -2.31 28.75 6.73
H -0.19 27.36 7.64
H -0.86 28.44 9.03
H 0.72 28.51 8.46
*
```

These are the Mulliken partial charges, in e, on atoms 1 to 4: -0.945 0.495 -0.767 -0.042

2.
Formula: C32H33MnN2O8
Source: OMol25
Level of theory: ωB97M-V with the def2-TZVPD basis set

Computed properties:
energy relative to the best compared isomer or geometry (same formula, charge and spin) = 144.37 kJ/mol
HOMO (alpha / beta) = -2.4 / -4.3 eV
calculated total energy = -84403.280 eV
orbital gap (alpha / beta) = 4.83 / 6.68 eV

Structure (ORCA input):
```
! RIJCOSX wB97M-V def2-TZVPD def2/J DEFGRID3
* xyz -1 6
Mn -0.15 -1.45 0.92
O 3.93 -3.09 2.55
C 2.81 -2.84 1.83
O 2.19 -1.81 1.95
C 2.49 -3.97 0.86
O 1.12 -4.13 0.63
C 0.43 -4.82 1.67
C -0.13 -3.88 2.79
O -0.36 -4.38 3.88
O -0.32 -2.69 2.43
H 4.11 -2.34 3.13
H 2.93 -3.69 -0.11
H 2.96 -4.89 1.23
H -0.43 -5.29 1.19
H 1.06 -5.60 2.12
C -0.20 2.38 3.21
C -0.51 1.41 2.08
O -0.01 0.25 2.20
C -1.31 1.84 0.98
C -2.01 3.06 0.98
C -2.80 3.44 -0.08
C -2.91 2.62 -1.20
C -2.21 1.43 -1.25
C -1.40 1.00 -0.19
O -0.71 -0.09 -0.32
H 0.54 1.92 3.85
H -1.10 2.59 3.80
H 0.18 3.32 2.82
H -1.93 3.71 1.84
H -3.35 4.37 -0.05
H -3.53 2.92 -2.04
H -2.26 0.78 -2.11
C 3.50 5.42 -1.54
C 3.77 4.29 -0.55
N 3.02 3.08 -0.84
C 1.57 3.14 -0.70
C 0.83 3.21 -2.03
C 3.70 1.96 -1.16
O 4.92 1.94 -1.24
C 2.90 0.74 -1.45
C 2.83 0.31 -2.79
C 2.17 -0.89 -3.06
C 1.62 -1.60 -2.02
N 1.69 -1.21 -0.73
C 2.33 -0.06 -0.48
H 4.12 6.28 -1.30
H 2.46 5.73 -1.51
H 3.74 5.10 -2.55
H 3.54 4.63 0.46
H 4.83 4.01 -0.60
H 1.34 4.03 -0.11
H 1.22 2.27 -0.16
H 1.16 4.05 -2.64
H -0.23 3.32 -1.83
H 0.97 2.30 -2.60
H 3.30 0.89 -3.57
H 2.10 -1.26 -4.07
H 1.08 -2.52 -2.20
H 2.41 0.21 0.57
C -5.71 -1.33 0.85
C -4.64 -0.76 1.56
C -3.35 -1.13 1.29
C -3.05 -2.10 0.30
C -1.71 -2.48 0.03
C -1.52 -3.47 -0.91
C -2.59 -4.10 -1.56
C -3.87 -3.72 -1.32
C -4.14 -2.70 -0.39
C -5.46 -2.28 -0.11
H -6.72 -1.03 1.06
H -4.85 -0.02 2.32
H -2.53 -0.70 1.86
H -0.51 -3.81 -1.13
H -2.38 -4.90 -2.27
H -4.70 -4.20 -1.82
H -6.27 -2.73 -0.66
*
```

These are the Mulliken partial charges, in e, on atoms 1 to 4: 1.843 -0.576 0.710 -0.442

3.
Formula: C17H18LiNO5S8
Source: OMol25
Level of theory: ωB97M-V with the def2-TZVPD basis set

Computed properties:
energy relative to the best compared isomer or geometry (same formula, charge and spin) = 258.12 kJ/mol
HOMO = -2.0 eV
calculated total energy = -116534.466 eV
orbital gap = 6.07 eV

Structure (ORCA input):
```
! RIJCOSX wB97M-V def2-TZVPD def2/J DEFGRID3
* xyz -2 1
Li 0.00 0.05 -1.24
S 0.08 -3.03 -3.01
C -0.34 -1.57 -3.71
N -0.26 -0.35 -3.21
C -0.74 0.62 -4.06
C -0.78 1.98 -3.78
C -1.30 2.86 -4.73
C -1.77 2.39 -5.96
C -1.73 1.04 -6.25
C -1.22 0.16 -5.31
S -1.04 -1.56 -5.37
H -0.43 2.33 -2.82
H -1.33 3.92 -4.51
H -2.16 3.09 -6.68
H -2.09 0.66 -7.20
C -0.14 -3.06 1.91
O 0.64 -2.48 0.86
C 0.74 -1.13 0.79
O 1.32 -0.66 -0.17
H 0.23 -4.08 2.01
H -1.19 -3.08 1.62
H -0.03 -2.54 2.86
O -1.25 1.03 -0.56
S -2.11 1.98 0.24
C -1.45 3.68 0.07
C -2.25 4.47 -0.96
C -3.65 3.84 -1.01
C -3.40 2.34 -1.06
H -0.40 3.54 -0.16
H -1.51 4.10 1.08
H -1.79 4.39 -1.94
H -2.30 5.53 -0.69
H -4.23 4.21 -1.86
H -4.20 4.10 -0.10
H -2.99 2.04 -2.02
H -4.28 1.74 -0.83
O 0.78 1.22 1.73
O -0.23 2.24 1.62
C 1.72 -1.59 5.57
S -0.03 -1.39 5.97
C -0.19 0.36 5.83
C -0.38 1.05 4.69
S 0.16 -0.22 2.21
S -0.45 2.73 4.96
C -0.28 2.83 6.69
S -0.31 4.26 7.58
S -0.08 1.28 7.37
H 1.94 -2.66 5.57
H 2.35 -1.09 6.32
H 1.91 -1.16 4.59
*
```

These are the natural (NBO) partial charges, in e, on atoms 1 to 4: 0.884 -0.320 -0.063 -0.661

4.
Formula: C4H11NO2
Source: OMol25
Level of theory: ωB97M-V with the def2-TZVPD basis set

Computed properties:
energy relative to the best compared isomer or geometry (same formula, charge and spin) = 250.99 kJ/mol
HOMO = -9.3 eV
calculated total energy = -9909.641 eV
orbital gap = 9.97 eV
SMILES string = C=NC(=C)C.O.O

Structure (ORCA input):
```
! RIJCOSX wB97M-V def2-TZVPD def2/J DEFGRID3
* xyz 0 1
C -0.04 -1.11 1.10
N 0.65 -1.20 0.04
C -0.16 -1.18 -1.16
C -0.97 -2.23 -1.38
C 0.17 -0.11 -2.14
H 0.28 -0.65 2.03
H -1.11 -1.34 1.06
H -1.05 -3.06 -0.69
H -1.81 -2.07 -2.05
H 0.51 0.76 -1.55
H 1.06 -0.53 -2.63
H -0.58 0.14 -2.87
O 1.43 1.54 1.09
H 1.92 2.17 0.58
H 1.46 0.80 0.48
O -0.51 2.62 3.05
H -1.23 3.18 2.70
H -0.03 2.25 2.32
*
```

These are the natural (NBO) partial charges, in e, on atoms 1 to 4: -0.006 -0.464 0.172 -0.477

- Which value of calculated total energy does entry 2 give?
  -84403.280 eV